(1)
Entry from the Open Molecules 2025 dataset: C6H9MgO5Sm as an isolated structure at a distorted geometry (ωB97M-V/def2-TZVPD).

Results
**⟨S²⟩**: 12.1610
**Net charge**: +1
**E**: -1467.9030 Eh
**Molar mass**: 335.8 g mol⁻¹
**Orbital gap (alpha / beta)**: 5.22 / 5.80 eV
**Multiplicity**: 7
**HOMO energy (alpha / beta)**: -0.371 / -0.376 Ha
**LUMO level (alpha / beta)**: -4.879 / -4.429 eV

Structure (XYZ):
```
22
Properties=species:S:1:pos:R:3:lowdin_charge:R:1
O -2.63567 0.33825 0.67696 -0.262
C -1.96876 1.53928 0.61156 -0.285
C -1.46256 1.81188 -0.72972 -0.245
O -1.15010 0.68209 -1.49786 -0.476
Mg -1.52221 -0.91353 -0.30601 0.895
H -2.50702 2.39399 1.05429 0.131
H -2.09293 2.47311 -1.34201 0.141
O 1.78224 0.58055 -1.07923 -0.370
C 1.43939 1.14638 0.09909 -0.320
C 0.90916 0.36974 1.19608 -0.140
O 0.27855 -0.85724 0.84220 -0.232
C 1.09217 -2.00229 0.51613 -0.158
C 0.36227 -2.74418 -0.54947 -0.180
O -0.20086 -1.98698 -1.50608 -0.402
Sm 0.52039 -0.20497 -2.50884 1.838
H 2.15281 1.90496 0.46727 0.129
H 1.58916 0.20138 2.03457 0.140
H 1.25546 -2.61578 1.41401 0.148
H 2.06388 -1.60819 0.16733 0.138
H 0.57592 -3.79792 -0.75071 0.129
H -0.49102 1.23165 1.45300 0.201
H 0.00973 2.05782 -0.26258 0.178
```

(2)
Entry from the Open Molecules 2025 dataset: C36H36MnN6O2 as an isolated structure (ωB97M-V/def2-TZVPD).

Results
**⟨S²⟩**: 1.0067
**E**: -3023.5126 Eh
**Molar mass**: 639.7 g mol⁻¹
**Orbital gap (alpha / beta)**: 5.64 / 5.68 eV
**Multiplicity**: 2
**HOMO energy (alpha / beta)**: -0.233 / -0.235 Ha
**LUMO level (alpha / beta)**: -0.689 / -0.723 eV

Structure (XYZ):
```
81
Properties=species:S:1:pos:R:3:lowdin_charge:R:1
Mn 1.69530 -0.54019 1.28412 0.750
O 0.92444 -4.36625 2.53542 0.031
C 1.33070 -3.44168 1.83764 -0.480
N 1.92449 -2.29774 2.23994 0.009
C 2.37108 -2.18448 3.56428 -0.215
C 2.85377 -3.23579 4.34297 -0.028
C 3.36713 -2.98384 5.60385 -0.108
C 3.40045 -1.68754 6.10116 -0.108
C 2.92052 -0.63479 5.34083 -0.028
C 2.40470 -0.87332 4.06737 -0.215
N 1.98648 0.11598 3.16627 0.010
C 1.45148 1.26083 3.64186 -0.480
O 1.07532 1.49946 4.78567 0.031
C 1.38424 2.34902 2.60522 -0.183
C 0.93187 3.61233 2.96599 0.006
C 0.96450 4.62730 2.02760 -0.057
C 1.45213 4.34011 0.76113 -0.062
C 1.85630 3.04360 0.48691 -0.130
N 1.82351 2.05839 1.38046 0.096
C 1.23316 -3.55413 0.34067 -0.183
C 0.72145 -4.71427 -0.22755 0.006
C 0.72515 -4.84234 -1.60436 -0.057
C 1.24445 -3.80331 -2.36261 -0.062
C 1.70806 -2.67432 -1.70697 -0.130
N 1.70377 -2.53846 -0.38351 0.096
H 2.81793 -4.24199 3.95246 0.103
H 3.74937 -3.80184 6.20218 0.093
H 3.80845 -1.49751 7.08638 0.093
H 2.93621 0.37501 5.72331 0.103
H 0.57983 3.75251 3.97828 0.117
H 0.62482 5.62533 2.27284 0.107
H 1.52130 5.10310 -0.00264 0.100
H 2.22561 2.79238 -0.50166 0.092
H 0.34768 -5.47973 0.43777 0.117
H 0.33908 -5.73313 -2.08295 0.107
H 1.29269 -3.86255 -3.44169 0.100
H 2.10273 -1.84248 -2.28064 0.092
C -5.20773 0.94496 1.42431 -0.038
C -4.63964 -0.01255 0.36393 -0.558
C -4.99069 0.53198 -1.02176 -0.065
C -5.27392 -1.40467 0.51753 -0.038
C -3.13635 -0.13356 0.56800 -0.146
C -2.63509 -0.61619 1.78204 0.019
C -1.27456 -0.72171 1.95893 -0.057
N -0.39100 -0.38410 1.02057 0.069
C -0.84073 0.08119 -0.15627 -0.164
C -2.20800 0.21206 -0.39633 0.059
C 0.19897 0.42872 -1.13432 -0.177
C -0.07004 0.92487 -2.40617 0.056
C 0.95079 1.23747 -3.29064 -0.147
C 2.25460 1.02774 -2.83761 0.006
C 2.44982 0.53283 -1.56347 -0.142
N 1.46362 0.23717 -0.72459 0.008
C 0.62955 1.77957 -4.67544 -0.558
C 1.89300 2.06083 -5.49308 -0.062
C -0.15761 3.09089 -4.52876 -0.037
C -0.22013 0.74688 -5.43193 -0.037
H -6.28254 1.06675 1.28053 0.088
H -4.73381 1.92498 1.34465 0.094
H -5.04042 0.56847 2.43296 0.081
H -6.07457 0.59895 -1.11621 0.088
H -4.62449 -0.12740 -1.81144 0.088
H -4.57786 1.53185 -1.17121 0.088
H -6.35049 -1.34583 0.34950 0.088
H -5.10742 -1.81169 1.51439 0.081
H -4.84711 -2.09917 -0.20837 0.094
H -3.29186 -0.90880 2.58795 0.119
H -0.85668 -1.09119 2.88853 0.134
H -2.53622 0.59038 -1.35339 0.097
H -1.09974 1.06747 -2.70403 0.108
H 3.11302 1.24204 -3.45555 0.110
H 3.45285 0.36173 -1.18753 0.131
H 2.52130 2.80994 -5.00818 0.089
H 1.60982 2.44586 -6.47288 0.089
H 2.47706 1.15185 -5.64699 0.089
H 0.42958 3.83013 -3.98096 0.092
H -1.09798 2.93834 -3.99754 0.080
H -0.38729 3.49620 -5.51529 0.089
H 0.32222 -0.19507 -5.53169 0.092
H -0.45061 1.11877 -6.43137 0.089
H -1.16177 0.54735 -4.91884 0.080
```

(3)
Entry from the Open Molecules 2025 dataset: a 2-piece molecular cluster, C22H23N5O4 overall at a distorted geometry (ωB97M-V/def2-TZVPD).

Results
**E**: -1426.6828 Eh
**Molar mass**: 421.5 g mol⁻¹
**Orbital gap**: 7.45 eV
**Relative energy (zero: lowest compared OMol25 entry of this formula, charge and spin)**: 177.7 kcal per mole
**HOMO energy**: -0.316 Ha
**LUMO level**: -1.152 eV
**SMILES string**: OC(c1ccccc1)(c1ccccc1)[C@@H]1CCCN1.COc1ncc2c(no[n+]2[O-])n1

Structure (XYZ):
```
54
Properties=species:S:1:pos:R:3:lowdin_charge:R:1
O 0.22620 -1.84787 2.26806 -0.012
C 0.61701 -0.74866 1.46339 -0.374
C 0.70375 0.42434 2.45358 -0.152
C 1.12461 0.15251 3.75148 -0.010
C 1.15867 1.18558 4.69730 -0.068
C 0.78078 2.48593 4.33826 -0.089
C 0.37892 2.76008 3.02881 -0.071
C 0.34297 1.72859 2.08669 -0.046
C 1.98338 -1.03134 0.79314 -0.141
C 2.48057 -2.32905 0.62656 -0.034
C 3.74584 -2.52394 0.04846 -0.073
C 4.52244 -1.42932 -0.34215 -0.085
C 4.02984 -0.13450 -0.15490 -0.074
C 2.77072 0.06203 0.42015 -0.028
C -0.48052 -0.43596 0.42938 -0.270
C -1.90475 -0.37059 1.01953 -0.092
C -2.77359 -1.16159 0.04103 -0.155
C -1.80301 -2.11246 -0.65706 -0.180
N -0.53332 -1.36358 -0.67541 -0.041
H 0.06918 -2.63494 1.71553 0.101
H 1.40995 -0.86602 4.02389 0.124
H 1.48397 0.95612 5.71416 0.103
H 0.80115 3.28967 5.07708 0.101
H 0.08840 3.76665 2.71569 0.108
H 0.02912 1.96981 1.06760 0.110
H 1.91025 -3.20264 0.96012 0.111
H 4.11572 -3.54240 -0.09765 0.104
H 5.50120 -1.57557 -0.79880 0.104
H 4.61360 0.73884 -0.45251 0.111
H 2.39657 1.07086 0.60790 0.117
H -0.24701 0.52349 -0.04642 0.120
H -1.89163 -0.87049 1.99390 0.121
H -2.22342 0.66900 1.14628 0.121
H -3.59785 -1.69925 0.51098 0.113
H -3.18809 -0.46969 -0.70520 0.076
H -1.65146 -3.05001 -0.07674 0.119
H -2.14350 -2.38428 -1.66239 0.109
H 0.28917 -1.93690 -0.83637 0.123
C -4.69068 0.80941 -3.14101 -0.042
O -3.74426 1.89584 -2.94124 -0.031
C -2.45707 1.54698 -2.85461 -0.400
N -2.21036 0.23938 -2.68266 0.148
C -0.93375 -0.16534 -2.68406 -0.039
C 0.03214 0.79462 -2.98557 -0.090
C -0.30612 2.20347 -2.98049 -0.295
N 0.81066 2.99030 -2.86218 0.122
O 1.85559 2.09214 -2.72100 0.004
N 1.37391 0.70988 -2.74484 -0.138
O 2.16641 -0.21237 -2.66486 0.081
N -1.58112 2.56395 -2.93139 0.196
H -5.65883 1.30589 -3.19387 0.091
H -4.49184 0.27492 -4.07698 0.094
H -4.66087 0.10437 -2.30349 0.073
H -0.63960 -1.21588 -2.72510 0.124
```

(4)
Entry from the Open Molecules 2025 dataset: a 5-piece molecular cluster, C9H28O9 overall at a distorted geometry (ωB97M-V/def2-TZVPD).

Results
**E**: -1036.7830 Eh
**Molar mass**: 280.3 g mol⁻¹
**Orbital gap**: 10.22 eV
**Relative energy (zero: lowest compared OMol25 entry of this formula, charge and spin)**: 0.0 kcal per mole
**HOMO energy**: -0.360 Ha
**LUMO level**: 0.433 eV
**SMILES string**: OCCO.OCCO.OCCO.OCCO.CO

Structure (XYZ):
```
46
Properties=species:S:1:pos:R:3:lowdin_charge:R:1
O 11.78433 -8.08070 -26.54387 -0.065
C 10.69551 -8.87015 -26.98835 -0.246
C 9.64965 -9.06050 -25.89841 -0.268
O 9.07361 -7.81727 -25.57006 -0.092
H 11.52804 -7.15551 -26.59919 0.085
H 10.24036 -8.43071 -27.88074 0.122
H 11.07698 -9.85548 -27.26182 0.118
H 10.14371 -9.47574 -25.01126 0.117
H 8.92136 -9.77861 -26.29914 0.117
H 8.44014 -7.93173 -24.81882 0.042
O 8.07562 -5.76194 -21.39941 -0.058
C 9.07364 -6.16422 -20.49228 -0.266
C 8.52089 -6.52045 -19.12925 -0.236
O 7.76657 -7.73178 -19.13419 -0.077
H 7.92017 -6.46071 -22.05348 0.038
H 9.65375 -6.99420 -20.90814 0.101
H 9.81351 -5.36760 -20.36306 0.121
H 7.84979 -5.75269 -18.74130 0.123
H 9.34329 -6.54357 -18.40304 0.118
H 8.39660 -8.45534 -19.22342 0.081
O 11.64406 -4.11984 -22.42747 -0.068
C 10.87313 -4.88658 -23.34699 -0.228
C 11.39138 -6.30607 -23.48166 -0.246
O 12.71354 -6.26560 -24.02230 -0.067
H 12.42596 -3.77105 -22.85952 0.080
H 9.85502 -4.90890 -22.96125 0.104
H 10.94963 -4.40976 -24.32750 0.125
H 10.69119 -6.80054 -24.16686 0.095
H 11.40881 -6.85174 -22.53488 0.110
H 12.90662 -7.16218 -24.31377 0.073
O 3.73462 -9.38083 -21.14673 -0.060
C 3.03065 -8.66816 -22.15770 -0.240
C 3.85524 -8.47670 -23.42201 -0.222
O 4.77760 -7.40059 -23.31510 -0.072
H 4.40203 -8.78232 -20.78961 0.086
H 2.08553 -9.18743 -22.31700 0.123
H 2.77594 -7.67315 -21.75846 0.121
H 3.19007 -8.23539 -24.26388 0.121
H 4.30298 -9.43129 -23.69758 0.129
H 4.30046 -6.62493 -23.00422 0.109
C 8.04225 -8.74930 -22.50308 -0.109
O 7.50775 -7.75989 -23.38672 -0.153
H 7.88445 -9.79025 -22.80342 0.092
H 9.12185 -8.59268 -22.52397 0.083
H 7.61108 -8.62279 -21.50765 0.075
H 6.53020 -7.80271 -23.40807 0.066
```